Entry 1:
Here is a structure of composition C36H34BrN3O2PW from OMol25. Energies are from ωB97M-V/def2-TZVPD.

The geometry in XYZ format:
```
78
Properties=species:S:1:pos:R:3:mulliken_spin:R:1
W -1.016 0.674 0.739 1.59
C 2.443 2.701 -0.243 0.00
C 2.837 1.850 0.933 0.00
C 4.167 1.557 1.179 0.00
C 4.531 0.770 2.262 0.00
C 3.561 0.274 3.112 0.00
C 2.212 0.557 2.906 -0.02
C 1.191 0.033 3.881 0.01
C 1.872 1.338 1.806 0.01
N 0.501 1.715 1.579 0.00
C 0.221 3.014 2.025 0.03
O 0.906 3.668 2.767 0.03
C -1.051 3.533 1.439 0.02
C -1.611 4.773 1.661 -0.02
C -2.802 5.079 1.011 0.03
C -3.396 4.150 0.163 -0.02
C -2.775 2.930 -0.003 0.03
N -1.632 2.657 0.623 -0.01
C -3.233 1.808 -0.877 0.02
O -4.199 1.904 -1.591 0.03
N -2.372 0.714 -0.796 0.09
C -2.536 -0.196 -1.900 -0.02
C -3.210 -1.403 -1.724 0.00
C -3.870 -1.765 -0.424 0.01
C -3.341 -2.245 -2.826 0.00
C -2.860 -1.873 -4.070 0.00
C -2.235 -0.644 -4.234 0.00
C -2.059 0.208 -3.153 -0.01
C -1.362 1.528 -3.331 -0.01
H 3.284 2.827 -0.923 0.00
H 2.129 3.698 0.078 0.00
H 1.612 2.260 -0.802 0.01
H 4.928 1.947 0.512 0.00
H 5.574 0.549 2.446 0.00
H 3.846 -0.329 3.966 0.00
H 1.563 0.128 4.900 0.00
H 0.998 -1.032 3.715 0.00
H 0.246 0.570 3.823 0.00
H -1.116 5.463 2.330 0.00
H -3.270 6.042 1.168 0.00
H -4.319 4.347 -0.364 0.00
H -3.317 -1.421 0.449 0.00
H -4.003 -2.843 -0.345 0.00
H -4.859 -1.304 -0.375 0.00
H -3.855 -3.190 -2.705 0.00
H -2.986 -2.533 -4.918 0.00
H -1.872 -0.347 -5.209 0.00
H -0.851 1.567 -4.291 0.00
H -0.626 1.708 -2.541 0.01
H -2.077 2.353 -3.305 0.00
Br -2.564 0.590 2.682 0.04
C 0.568 -1.248 -2.494 0.01
P 0.609 -0.876 -0.715 0.15
C -0.321 -2.209 0.076 -0.03
C -0.758 -3.391 -0.517 0.02
C -1.489 -4.295 0.235 0.00
C -1.819 -4.025 1.563 0.00
C -1.427 -2.837 2.152 0.02
C -0.675 -1.943 1.397 0.08
C 2.352 -1.233 -0.328 -0.02
C 2.720 -2.154 0.649 0.00
C 4.050 -2.523 0.786 0.00
C 5.015 -1.982 -0.050 0.00
C 4.654 -1.053 -1.014 0.00
C 3.329 -0.674 -1.150 0.00
H 1.275 -2.056 -2.682 0.00
H 0.867 -0.374 -3.071 -0.01
H -0.433 -1.540 -2.799 0.00
H -0.527 -3.606 -1.551 0.00
H -1.811 -5.224 -0.216 0.00
H -2.394 -4.744 2.130 0.00
H -1.694 -2.599 3.172 0.00
H -0.253 -1.068 1.912 -0.11
H 1.975 -2.607 1.291 0.00
H 4.329 -3.245 1.542 0.00
H 6.049 -2.283 0.051 0.00
H 5.404 -0.622 -1.664 0.00
H 3.058 0.050 -1.911 0.00
```

Its charge is +1. Its expectation value of S² is 2.0179. For the molecular weight, the calculation gives 835.41 Da. The value obtained for the HOMO-LUMO gap (spin up / spin down) is 0.251 / 0.257 hartree. The multiplicity is 3. Its energy is -127603.8977 eV. The HOMO energy (spin up / spin down) is -10.7 / -11.2 eV. As for the energy relative to the best compared isomer or geometry (same formula, charge and spin): 15.3 kcal per mole.



Entry 2:
Here is a structure of composition C38H41CaN9O3S3Te at a distorted geometry from OMol25. Energies are from ωB97M-V/def2-TZVPD.

The geometry in XYZ format:
```
96
Properties=species:S:1:pos:R:3:mulliken_charge:R:1
Ca 10.299 12.682 14.348 1.25
C 16.316 12.815 14.024 -1.75
C 14.897 12.544 13.493 0.25
C 14.336 11.241 13.456 -1.04
C 13.049 10.977 12.946 1.92
C 12.512 9.644 13.059 -1.80
N 13.126 8.697 13.848 -0.13
C 12.392 7.493 14.298 -1.36
C 11.105 7.834 14.944 0.68
C 11.244 8.241 16.455 -0.61
N 12.440 9.061 16.587 0.11
C 12.500 10.341 16.928 -0.51
C 11.543 11.074 17.619 0.19
C 10.808 10.537 18.651 0.02
C 9.957 11.341 19.347 0.55
C 9.242 10.809 20.548 -1.73
C 9.797 12.685 18.913 -0.99
C 10.363 13.179 17.743 1.52
C 9.781 14.438 17.178 -0.84
N 9.608 14.668 15.942 0.19
C 8.840 15.759 15.419 -1.38
C 8.576 15.660 13.915 -0.78
C 9.789 15.617 12.908 -1.13
N 10.384 14.302 12.502 0.09
C 11.816 14.538 12.253 0.28
C 12.785 13.407 12.746 1.40
C 14.125 13.612 13.192 -0.98
C 12.272 12.091 12.573 -1.25
O 11.009 11.789 12.166 -0.58
C 11.400 12.408 17.086 -0.57
O 11.948 12.749 16.020 -0.79
H 16.841 13.556 13.373 0.37
H 16.926 11.924 14.044 0.42
H 16.322 13.203 15.060 0.29
H 14.831 10.447 13.957 0.37
H 11.671 9.284 12.518 1.21
H 14.128 8.749 13.957 0.24
H 13.073 6.918 14.946 0.36
H 12.071 6.847 13.480 0.47
H 10.434 6.987 14.921 0.57
H 10.592 8.669 14.408 -0.58
H 11.365 7.300 17.005 0.18
H 10.360 8.826 16.667 0.28
H 13.246 8.718 16.126 0.42
H 13.320 10.874 16.483 0.42
H 10.900 9.479 18.876 0.47
H 9.171 9.709 20.531 0.35
H 8.227 11.219 20.600 0.39
H 9.734 11.053 21.487 0.33
H 9.112 13.302 19.452 0.47
H 9.232 15.128 17.896 0.29
H 9.359 16.724 15.615 0.41
H 7.906 15.758 15.975 0.56
H 8.031 16.611 13.647 0.39
H 7.865 14.910 13.686 0.16
H 10.590 16.147 13.372 0.44
H 9.531 16.175 12.004 0.62
H 12.062 15.523 12.701 0.85
H 14.523 14.622 13.357 0.38
S 8.678 10.476 15.292 -0.04
C 7.853 10.049 13.823 0.40
C 7.655 8.628 13.628 -0.18
N 7.679 7.493 13.470 -0.61
C 7.411 10.874 12.788 0.80
S 7.649 12.570 12.852 -0.46
C 6.518 10.302 11.761 -0.21
N 5.788 9.904 10.962 -0.57
O 11.290 13.953 10.023 -0.44
N 12.255 14.490 10.876 -0.53
Te 9.631 13.116 10.994 0.48
C 8.530 14.764 10.129 0.32
C 8.616 15.224 8.846 -0.44
C 7.629 16.152 8.466 -0.51
C 6.794 16.491 9.517 -0.53
S 7.183 15.575 10.862 0.02
H 9.359 14.902 8.123 0.44
H 7.541 16.600 7.481 0.38
H 5.974 17.211 9.548 0.38
N 9.603 9.179 10.062 -0.56
C 8.718 8.484 9.761 0.33
N 7.656 7.710 9.379 0.23
C 7.854 6.277 9.160 -0.72
C 7.272 5.843 7.789 -0.71
C 7.849 6.813 6.747 -0.57
C 7.413 8.280 7.023 -0.65
C 6.783 8.396 8.434 -0.87
H 7.427 5.722 10.007 0.31
H 8.916 6.084 9.140 0.40
H 6.184 5.937 7.759 0.30
H 7.518 4.804 7.649 0.39
H 7.532 6.516 5.722 0.32
H 8.926 6.715 6.810 0.31
H 6.686 8.638 6.296 0.46
H 8.291 8.906 7.037 0.24
H 5.786 7.928 8.452 0.42
H 6.690 9.463 8.713 0.37
```

For the molecular weight, the calculation gives 935.68 Da. The value obtained for the HOMO-LUMO gap (spin up / spin down) is 0.231 / 0.192 hartree. The multiplicity is 1. Its energy is -117857.5342 eV. The HOMO energy (spin up / spin down) is -7.2 / -6.2 eV. As for the energy relative to the best compared isomer or geometry (same formula, charge and spin): 60.1 kcal per mole.